80
Properties=species:S:1:pos:R:3 method="wB97M-V/def2-TZVPD" charge=0 orbital_gap_ev=9.3876 mol_weight_g_mol=582.182 e_tot_ha=-2976.7752 homo_energy_ha=-0.3284
C 2.5490 3.4808 1.0070
O 2.8865 3.7567 -0.3318
C 1.8994 3.4789 -1.3019
C 2.3450 2.3520 -2.2233
C 2.1121 0.9843 -1.5256
C 3.0654 -0.1217 -2.0038
C 3.6938 -0.9727 -0.9030
C 2.7029 -1.7749 -0.0547
C 1.9956 -0.9785 1.0548
C 1.5109 -1.8285 2.2370
C 0.0418 -2.2631 2.0894
C -0.1509 -3.5718 1.2984
C -1.1153 -3.5065 0.1050
C -0.9195 -2.3363 -0.8590
C -2.1537 -2.0934 -1.7281
O -3.1013 -1.3068 -1.0068
C -4.3478 -1.8719 -0.8519
Cl -5.2277 -2.0139 -2.4141
C -5.1264 -1.0510 0.1786
N -4.8469 0.3827 0.1290
C -5.8451 1.2179 -0.4127
F -6.4748 0.6021 -1.4330
F -5.2733 2.3587 -0.8969
C -6.9550 1.6901 0.6202
F -6.8272 2.9970 0.9198
F -8.2021 1.4749 0.1320
F -6.8371 0.9915 1.7748
H 1.6271 2.9093 1.1002
H 3.3494 2.8989 1.4636
H 2.4459 4.3998 1.5844
H 1.7494 4.3823 -1.9001
H 0.9348 3.2360 -0.8538
H 1.7207 2.3862 -3.1139
H 3.3942 2.4774 -2.4558
H 1.0913 0.6887 -1.7648
H 2.2029 1.1506 -0.4591
H 2.5824 -0.7823 -2.7220
H 3.8803 0.3578 -2.5475
H 4.3374 -1.7017 -1.4009
H 4.3525 -0.3842 -0.2663
H 1.9951 -2.2772 -0.7117
H 3.2709 -2.5688 0.4353
H 1.1336 -0.4726 0.6230
H 2.6757 -0.1900 1.3734
H 1.5586 -1.2105 3.1296
H 2.1380 -2.7010 2.3913
H -0.3231 -2.4306 3.1029
H -0.5535 -1.4508 1.6849
H 0.7979 -3.9823 0.9615
H -0.5642 -4.3087 1.9865
H -0.9658 -4.4138 -0.4827
H -2.1498 -3.5518 0.4459
H -0.1107 -2.5804 -1.5456
H -0.7107 -1.4022 -0.3487
H -1.8547 -1.5321 -2.6088
H -2.5781 -3.0474 -2.0332
H -4.2380 -2.8810 -0.4567
H -4.7848 -1.4158 1.1448
H -6.1884 -1.2715 0.1255
H -4.5480 0.7295 1.0239
C 0.6989 -1.8704 8.1524
S 0.8496 -2.8329 6.6420
O 1.3161 -1.9030 5.5832
C -0.9159 -3.0609 6.3915
H 1.7004 -1.5798 8.4609
H 0.0995 -0.9810 7.9588
H 0.2395 -2.4828 8.9282
H -1.4019 -2.0878 6.3204
H -1.3285 -3.6375 7.2193
H -1.0501 -3.6092 5.4614
C 3.7723 5.6379 -6.3029
S 3.0945 4.4694 -5.1170
O 4.2134 3.5919 -4.6945
C 2.1241 3.5397 -6.3115
H 4.4543 6.2942 -5.7673
H 4.3135 5.0958 -7.0780
H 2.9631 6.2252 -6.7371
H 2.7833 3.1351 -7.0794
H 1.3724 4.1928 -6.7549
H 1.6348 2.7264 -5.7802